[1]
C33H31BF4NOP2STa | ωB97M-V with the def2-TZVPD basis set

Each line ends with the Mulliken charge.
Cartesian coordinates (Å):
C -1.32 3.97 2.48  -0.82
C 1.88 -2.94 -1.07  -0.50
H -1.31 1.72 -2.86  0.38
C -2.62 -2.15 2.59  0.03
C 2.33 -0.43 0.97  -1.45
H 2.87 0.63 2.75  0.50
H 2.26 -5.03 -1.34  0.46
C -0.82 2.72 2.16  -0.50
H 3.37 -0.45 -2.85  0.45
H 1.08 -1.06 3.28  0.61
C 1.99 0.51 2.12  -0.25
H -2.87 5.05 3.50  0.43
C -0.67 -0.36 -2.64  0.81
C 3.11 -1.45 -2.51  -0.59
S -2.58 -2.92 -1.05  0.47
H -3.63 -3.76 5.38  0.43
C -0.28 -1.51 -3.35  -0.04
H 0.73 0.57 3.86  0.66
F -3.77 2.63 -0.42  -0.16
C 2.18 -1.64 -1.50  1.07
C -2.19 -2.17 5.32  -0.92
C -0.28 -1.51 -4.73  -0.86
C -2.48 4.08 3.24  -0.74
H 4.13 3.92 -0.49  0.48
C -2.64 1.68 3.35  -0.51
H 2.43 2.95 -4.29  0.49
C 2.49 -4.02 -1.67  -0.76
H 3.39 -0.38 0.71  0.68
P 1.50 -0.21 -0.62  1.36
H -3.17 0.79 3.68  0.42
C -1.05 0.78 -4.75  -0.77
H -0.67 -0.38 -6.52  0.46
C -0.67 -0.37 -5.43  -0.64
C 3.52 3.28 -1.10  -0.91
F -3.11 0.55 0.54  -0.23
H 4.45 -2.39 -3.90  0.48
F -3.17 0.73 -1.67  -0.28
F -1.52 1.74 -0.52  -0.45
H 1.45 0.92 -3.34  0.62
H 3.77 4.47 -2.87  0.44
C -3.32 -3.04 3.39  -0.81
H 1.18 -3.11 -0.26  0.35
H 0.07 2.66 1.55  0.17
C -1.71 -1.26 3.14  0.13
H -4.04 -3.72 2.94  0.46
C 3.41 -3.83 -2.70  -0.68
C 2.96 2.13 -0.55  -1.00
H 2.14 -1.47 1.25  0.75
C 2.17 1.29 -1.34  0.83
H 0.01 -2.40 -5.27  0.52
C -1.50 -1.27 4.53  -0.27
H -1.34 1.67 -5.30  0.51
H -0.81 4.86 2.14  0.48
H -2.03 -2.18 6.39  0.45
C 3.32 3.58 -2.44  -0.75
Ta -1.17 -0.31 -0.58  1.53
C 3.72 -2.54 -3.11  -0.79
C 0.86 -0.04 2.97  -1.49
N -1.31 -2.23 -0.53  -0.32
H -0.82 -0.57 5.00  0.35
P -0.78 -0.05 2.18  1.92
H 0.02 -2.41 -2.83  0.53
H -4.05 3.02 4.25  0.46
C 2.56 2.73 -3.24  -0.99
O -3.73 -2.05 -1.08  -0.31
C -3.09 -3.06 4.75  -0.57
H 1.74 1.51 1.76  0.03
H -2.83 -2.12 1.53  0.08
H 3.89 -4.68 -3.17  0.44
B -3.11 1.51 -0.51  0.32
C -1.04 0.80 -3.37  -0.65
C -1.47 1.57 2.60  0.77
H 3.16 1.91 0.48  0.40
C -3.14 2.93 3.67  -0.79
C 1.99 1.59 -2.70  -0.43

Output
Orbital gap   0.22403 hartree
Charge   +2
E_LUMO   -8.31 eV

=====

[2]
C33H31F3N2O2S | ωB97M-V with the def2-TZVPD basis set

Each line ends with the Mulliken charge.
Cartesian coordinates (Å):
C 1.25 8.88 0.87  -0.80
C 2.30 2.12 2.69  -0.42
H 0.32 9.74 -6.67  0.33
C 0.45 6.94 -1.32  0.94
H -3.92 1.84 -0.94  0.40
H 1.95 5.43 2.00  0.11
H -0.57 5.96 0.36  0.77
C 3.57 2.15 3.29  -0.51
H -0.57 6.87 -6.73  0.35
C 0.48 7.83 -3.99  0.26
H 2.27 8.92 -3.51  0.26
C -2.66 2.22 -2.65  0.16
H 3.52 11.10 3.41  0.30
H 2.32 8.07 -1.18  1.00
C -3.67 1.68 -3.64  0.89
H 5.19 3.40 3.98  0.37
H 4.03 1.22 3.61  0.38
C 3.26 10.73 4.40  -0.99
C 3.64 4.57 3.03  -0.71
H 0.38 3.71 -2.55  0.42
C -0.51 6.91 -3.55  0.54
F -3.07 1.11 -4.73  -0.28
C -1.40 6.61 -4.70  -0.55
H 4.12 5.53 3.20  0.44
C 1.84 9.60 1.88  -1.57
C 1.11 7.90 3.48  0.73
C 1.01 9.14 -6.05  -1.05
S 0.02 3.47 1.70  1.69
N 0.26 8.17 -5.29  0.05
C 0.51 7.18 2.47  -0.93
C 0.01 4.22 0.09  -1.15
C 1.51 7.76 -1.83  -1.43
H 1.71 9.30 6.25  0.33
H -2.45 6.85 -4.48  0.35
H -2.43 2.90 0.65  0.42
C -2.98 2.27 -1.29  -1.15
C 1.73 3.33 2.24  -0.23
O -0.67 4.38 2.61  -0.77
C 2.20 8.71 5.46  -0.71
C -0.89 3.47 -0.82  0.60
H -1.16 2.62 -4.14  0.52
H 4.19 10.50 4.95  0.31
C -1.43 2.70 -3.09  -0.86
F -4.50 2.66 -4.12  -0.27
H 1.21 9.34 -0.11  0.95
C -0.56 3.30 -2.18  -0.21
H -1.63 8.20 -6.22  0.32
H 3.15 8.34 5.88  0.36
H 1.56 9.81 -5.37  0.33
C -0.88 7.48 -5.86  -0.71
C -0.54 6.49 -2.24  -0.09
H 2.35 10.55 1.70  0.23
H 1.77 6.61 5.06  0.22
C 1.81 9.09 3.19  0.46
N 2.46 9.54 4.29  0.07
C 0.25 6.67 0.08  -0.52
C -2.11 2.87 -0.39  -0.40
F -4.48 0.72 -3.08  -0.27
H 1.77 1.18 2.58  0.47
H -1.36 5.87 -1.88  0.69
H 1.74 8.66 -6.72  0.30
H -0.07 6.29 2.70  0.81
H 2.73 11.52 4.96  0.31
C 1.29 7.58 4.92  -0.61
C 0.69 7.56 1.10  0.51
C 4.23 3.37 3.47  -0.50
C 2.42 4.52 2.38  -0.02
H -1.38 5.54 -4.97  0.08
C 1.51 8.24 -3.13  -1.42
H 1.04 4.21 -0.25  0.61
H 0.35 7.57 5.47  0.27
O -0.36 2.07 1.69  -0.76

Output
Orbital gap   0.19010 hartree
E_LUMO   -1.20 eV

=====

[3]
C33H31F7N2O25 | ωB97M-V with the def2-TZVPD basis set

Each line ends with the Löwdin spin population.
Cartesian coordinates (Å):
N -4.21 3.64 5.54  0.00
C -4.57 -2.44 3.44  0.00
F -3.31 0.47 5.78  0.00
F 1.52 3.15 3.18  0.00
H 6.65 -3.76 -5.95  0.00
C -0.34 0.11 0.03  0.07
C 0.83 -3.30 -5.73  0.00
H 3.32 -2.91 0.76  0.00
O 5.38 0.72 -0.17  0.00
O 3.26 4.66 2.82  0.00
O 0.46 -0.44 3.27  0.00
C 2.80 3.30 -3.17  0.00
C 4.21 4.28 1.96  0.00
C -2.17 -0.10 5.65  0.00
H 0.28 1.86 -4.53  0.00
H -1.59 -2.17 -2.01  0.01
C -0.32 -0.17 4.19  0.00
C 0.98 3.88 -4.15  0.00
C 1.15 -0.26 -1.89  0.12
H 5.57 -5.67 -4.33  0.00
H -2.34 -1.12 6.01  0.00
O 3.33 -2.25 -3.98  0.00
C -6.84 2.08 3.19  0.00
O 1.17 -4.03 -6.86  0.00
C 4.17 -3.02 -4.39  0.00
F 2.76 -2.77 -7.83  0.00
O 3.60 3.57 0.99  0.00
O 4.55 -4.14 -3.73  0.00
O 5.44 4.46 2.08  0.00
O 4.29 -1.31 -0.13  0.00
F -4.17 -3.61 2.97  0.00
H -1.07 1.70 6.39  0.00
O 2.31 2.22 -3.66  0.00
N -2.58 -0.99 0.10  0.25
C 5.65 -4.04 -5.62  0.00
H 0.07 4.07 -3.58  0.00
C -1.31 -0.76 -0.54  0.05
H 2.41 -1.36 0.62  0.00
H -3.69 -1.82 3.61  0.00
C 1.54 -3.06 -7.88  0.00
F 4.89 -2.14 2.62  0.00
H 1.74 2.93 0.75  0.00
O -6.81 -2.59 4.05  0.00
C 3.94 -1.32 2.10  0.00
H 5.26 -4.70 -6.39  0.00
H -5.36 -1.55 5.15  0.00
H 2.17 -0.07 -2.20  0.01
C -0.91 0.63 6.25  0.00
C -6.76 -2.04 2.84  0.00
O -2.96 3.78 5.61  0.00
H -0.61 0.57 0.97  0.01
F 6.86 -4.31 -3.55  0.00
H -7.88 1.80 3.15  0.00
O 0.71 -3.74 -4.60  0.00
H -0.60 0.16 7.18  0.00
H -0.33 -1.85 -7.74  0.00
C -4.88 3.11 4.33  0.00
O -3.41 -1.56 -0.53  0.24
O -5.51 -1.86 2.50  0.00
C 1.97 4.24 2.45  0.00
O -1.74 -0.06 4.28  0.00
H -6.36 1.16 1.32  0.00
C 5.73 -4.60 -4.29  0.00
O -7.71 -1.69 2.09  0.00
H -5.44 -3.40 5.20  0.00
C -5.97 1.69 2.17  0.00
O 1.94 4.27 -3.19  0.00
C 0.27 -1.22 -2.41  0.01
O 4.60 -0.08 1.70  0.00
H 2.17 4.63 0.20  0.00
H -3.99 1.44 1.51  0.00
C -6.28 2.78 4.30  0.00
F 1.63 2.43 -5.86  0.00
O 3.93 3.31 -2.72  0.00
H 1.27 5.07 2.53  0.00
C -4.09 2.66 3.28  0.00
H 0.60 -1.89 -3.19  0.00
O 0.88 -2.02 -6.08  0.00
H -3.04 2.85 3.12  0.00
O -4.86 3.74 6.55  0.00
H -7.02 2.87 5.09  0.00
C 1.21 2.44 -4.55  0.00
C 4.77 -0.19 0.36  0.00
O 0.12 0.38 5.32  0.00
O -2.71 -0.48 1.23  0.16
C -0.90 -1.41 -1.69  0.07
C -4.60 1.95 2.24  0.00
C -5.52 -2.48 4.61  0.00
H 1.10 -0.90 -7.88  0.00
C 3.38 -1.82 0.81  0.00
C 0.71 -1.82 -7.45  0.00
O 4.95 -2.82 -5.46  0.00
H 1.60 0.86 -0.05  0.00
H 3.23 -1.07 2.89  0.00
H 0.93 4.67 -4.90  0.00
C 0.85 0.32 -0.62  0.00
H 1.42 -3.57 -8.84  0.00
C 2.26 3.87 0.97  0.00

Output
Orbital gap (spin up / spin down)   0.10933 / 0.25006 hartree
2S+1   2
Charge   -1
E_LUMO (spin up / spin down)   1.30 / 1.30 eV

=====

[4]
C33H31FeIN13O3S | ωB97M-V with the def2-TZVPD basis set

Each line ends with the Löwdin spin population.
Cartesian coordinates (Å):
C -1.92 -0.77 -0.23  -0.03
N 1.67 -2.85 5.11  0.00
H 1.50 -2.14 -1.12  0.00
H -2.97 0.22 -5.68  0.00
C -1.74 -2.83 2.06  0.00
C -1.23 -3.56 3.14  0.00
N -0.53 1.69 -3.14  0.00
C -1.31 4.46 -3.67  0.00
Fe 0.71 0.70 -0.86  3.05
C -1.92 2.03 -2.86  0.00
H 4.86 1.19 5.54  0.00
N 0.37 3.04 2.62  0.00
N -2.56 -1.88 -0.55  0.14
C 1.21 0.74 4.35  0.00
H 0.80 4.97 -4.04  0.00
C 0.16 4.11 -3.75  0.00
C -2.36 0.57 -4.79  0.00
H 1.39 -0.26 -5.85  0.00
O -3.05 3.86 -2.07  0.00
N 1.68 -0.10 -2.61  0.01
H -2.19 1.61 -1.85  0.00
N -0.13 2.01 0.75  0.02
O 1.39 4.24 -1.61  0.00
C 1.24 0.03 -3.80  -0.01
H 2.12 -1.58 -4.83  0.00
S 2.73 0.03 0.26  0.04
N 0.27 2.29 -2.13  0.03
H -0.35 -1.96 -2.53  0.02
H -3.84 1.82 -3.89  0.00
N 0.67 -3.76 4.70  0.00
H -2.36 -0.01 0.40  -0.01
O 0.21 -1.81 3.82  0.00
N 4.68 -1.14 -1.07  0.01
C 3.82 1.05 5.20  0.00
C 3.46 -0.62 -1.25  0.00
H 3.89 -1.07 5.23  0.00
H 3.53 3.15 4.93  0.00
H 2.92 0.00 -5.04  0.00
H -4.51 -4.70 1.23  0.00
C -3.00 -5.26 2.69  0.00
H 0.16 0.62 4.08  0.00
C 0.78 2.14 1.71  0.00
C -2.82 1.50 -3.97  0.00
C -1.07 2.95 1.11  0.00
I 0.98 -4.67 -1.66  0.00
H 0.02 3.48 4.59  0.00
N -0.73 -0.75 -0.86  0.12
H 5.14 -1.65 -1.81  0.00
H -1.81 4.54 -4.66  0.00
C 1.96 -0.40 4.68  0.00
H -1.49 -5.43 4.20  0.00
C 3.07 2.17 4.86  0.00
H -1.40 5.40 -3.25  0.00
N 2.91 -0.69 -2.44  0.00
H -1.26 -1.88 1.79  0.00
C -1.88 -4.80 3.43  0.00
C -1.03 0.05 -4.77  0.00
C -0.11 0.63 -3.87  0.00
C 1.36 -1.75 4.59  0.00
C -2.92 -3.28 1.41  0.01
H -3.48 -6.18 2.97  0.00
C -0.13 -3.08 3.95  0.00
C -2.13 3.51 -2.77  0.00
H -4.13 -1.58 0.80  0.00
C -0.60 -2.07 -1.46  0.05
C 1.74 2.05 4.42  0.00
H 0.50 -2.86 0.28  0.00
C -3.53 -4.48 1.69  0.00
C 3.28 -0.20 5.09  0.00
N -0.80 3.62 2.22  0.00
C 0.68 3.55 -2.40  0.01
H -1.99 3.18 0.56  0.00
H 0.26 3.29 -4.40  0.00
C 0.91 3.26 3.95  0.00
H -0.82 -0.75 -5.47  0.00
C -3.59 -2.39 0.33  0.01
C 1.98 -0.53 -5.00  0.00
H 4.93 -1.23 -0.10  0.00
H 1.67 1.56 1.84  0.00
H 1.55 4.13 3.94  0.00
H -4.29 -2.96 -0.30  0.00
N -1.86 -2.80 -1.26  0.47
C 0.68 -2.73 -0.82  0.05

Output
Orbital gap (spin up / spin down)   0.19491 / 0.14157 hartree
2S+1   5
Charge   -1
E_LUMO (spin up / spin down)   1.81 / 1.75 eV

=====

[5]
C33H31IN4O7STi | ωB97M-V with the def2-TZVPD basis set

Each line ends with the Löwdin spin population.
Cartesian coordinates (Å):
H -3.07 -5.06 1.74  0.00
C 3.51 1.25 -0.12  0.00
H 2.84 4.19 -0.93  0.00
C -3.16 -2.16 3.19  0.00
H -1.95 5.30 -1.87  0.00
H -3.66 1.80 3.66  0.00
C 2.57 3.64 0.01  0.00
O 2.47 -2.75 1.09  0.00
H -3.67 5.36 -1.89  0.00
C 1.67 -1.04 -3.60  0.00
H -2.43 -2.36 4.01  0.00
H -0.97 1.92 -3.98  0.00
H -1.45 -1.65 -2.07  0.00
H -5.16 2.90 -3.24  0.00
H 2.90 1.07 1.91  0.00
N 1.08 -0.76 -1.42  0.00
H 2.95 -2.69 -4.01  0.00
H -1.79 -2.60 -0.59  0.00
C 0.06 -5.82 2.66  0.00
C -0.57 2.69 1.52  0.02
C -4.29 3.02 -3.89  0.00
C 0.60 -4.54 2.66  0.00
C -2.14 1.16 2.34  0.03
N 1.17 1.77 0.13  0.00
C -2.45 -2.47 1.89  0.00
H 0.25 -2.38 2.39  0.00
O -3.42 -0.76 3.13  0.01
H 3.12 -3.39 -1.62  0.00
H -2.83 5.59 -3.40  0.00
C -1.15 3.67 2.27  -0.01
C 0.59 2.75 0.68  0.01
H -2.73 4.29 3.48  0.00
H 4.88 -0.48 2.52  0.00
C -0.19 -3.42 2.38  0.00
H 6.24 -1.38 0.58  0.00
C -2.51 -0.27 2.34  0.01
C 5.49 -0.64 0.41  0.00
C 5.41 -0.09 -0.90  0.00
C 4.66 -0.14 1.46  0.00
H -3.22 -2.64 1.11  0.00
C 1.81 -1.89 0.48  0.00
H -4.13 2.11 -4.46  0.00
C 2.63 -2.51 -1.94  0.00
C 1.84 -1.77 -1.03  0.00
O 1.07 -0.96 1.05  0.02
C -2.00 -4.95 1.94  0.00
C 3.59 0.70 1.20  0.00
C -1.59 -1.56 -1.06  -0.01
C -2.81 5.00 -2.47  0.00
O -0.75 0.98 -1.81  0.01
C 2.37 2.19 -0.49  0.00
H -4.10 -2.69 3.34  0.00
N -1.83 -1.11 1.63  0.00
C -0.08 0.67 -2.81  0.00
C 1.00 -0.34 -2.67  0.00
C -2.80 2.14 3.05  0.00
N -1.14 1.40 1.44  0.01
O -1.63 3.18 -3.84  0.00
H 2.27 2.24 -1.57  0.00
Ti -0.41 -0.15 0.05  0.85
O -0.40 1.07 -3.97  0.00
H 3.22 3.78 0.85  0.00
H 1.55 -0.80 -4.63  0.00
H -1.61 -7.13 2.14  0.00
O 1.19 3.97 0.49  0.00
C 2.55 -2.07 -3.24  0.00
C -1.50 -3.64 2.06  0.00
H 1.65 -4.29 3.01  0.00
C -1.22 -6.08 2.24  0.00
C 4.39 0.81 -1.17  0.00
I -3.50 -0.45 -0.95  0.00
H 6.07 -0.54 -1.64  0.00
H 0.66 -6.68 3.00  0.00
C -2.35 3.40 3.01  0.03
S -2.76 3.25 -2.83  0.00
H -0.80 4.69 2.16  0.00
H -4.38 3.89 -4.46  0.00
H 4.31 1.27 -2.13  0.00

Output
Orbital gap (spin up / spin down)   0.23267 / 0.26385 hartree
2S+1   2
Charge   +1
E_LUMO (spin up / spin down)   -3.52 / -3.68 eV

=====

[6]
C33H32AuN3O2P2 | ωB97M-V with the def2-TZVPD basis set

Each line ends with the Löwdin spin population.
Cartesian coordinates (Å):
H -2.26 2.11 -5.29  0.00
H -0.92 -1.81 -2.82  0.00
H -1.52 0.34 -1.47  0.00
C -2.04 1.18 -3.37  0.00
H -0.87 -2.30 6.29  0.00
H 2.95 2.58 0.17  0.00
H -2.44 -2.19 0.28  0.00
H 5.19 3.47 -0.34  0.00
H -4.83 1.35 2.81  0.00
H 0.14 2.64 -5.52  0.00
H -1.75 -3.74 -4.10  0.00
O -1.24 4.82 2.97  0.01
H -0.36 -2.78 1.31  0.01
C -2.96 -1.42 0.84  0.01
Au 0.32 1.68 0.74  0.41
C 1.38 -1.19 -1.12  0.05
C -0.23 -3.03 -1.17  0.09
H 1.73 2.00 -3.75  0.00
O -0.51 2.82 2.28  0.07
C -1.14 -5.19 -2.64  0.14
C -0.02 -0.60 3.50  0.03
C -1.28 -3.90 -3.15  0.01
C -1.15 0.82 -2.37  0.01
H 1.27 -2.05 1.40  0.01
C -0.13 -4.33 -0.64  0.09
C 0.65 -0.79 6.17  0.00
H -0.24 5.70 1.00  0.00
H 0.91 -0.86 7.22  0.00
C -4.34 -1.32 0.77  0.00
H -0.44 -6.40 -1.00  0.00
P -0.47 -0.42 1.77  0.18
C -2.25 -0.52 1.65  0.02
C 4.79 2.67 -0.94  0.00
C -0.35 -1.60 5.65  0.00
H 2.33 -1.42 -0.63  0.02
H 1.44 -1.49 -2.16  0.00
H -6.09 -0.28 1.43  0.00
C 1.32 0.12 5.36  0.00
H -2.37 1.20 2.94  0.00
P 1.27 0.68 -1.12  0.08
N 0.04 4.74 1.14  0.00
H 1.35 4.27 -0.29  0.00
H 5.61 0.62 -3.50  0.00
C -1.57 1.83 -4.51  0.01
C -5.01 -0.34 1.48  0.02
C -0.81 -2.82 -2.43  0.08
C 5.01 1.07 -2.72  0.00
C 3.73 0.61 -2.48  0.00
C -0.57 -5.40 -1.39  0.01
C -0.70 -1.50 4.32  0.01
H -3.09 0.96 -3.27  0.00
H 2.09 0.76 5.77  0.00
C 2.97 1.17 -1.46  0.02
N 0.41 4.02 0.00  0.12
H 6.51 2.51 -2.20  0.00
H 1.49 0.93 3.38  0.00
H -1.48 -6.04 -3.22  0.01
C -2.93 0.48 2.35  0.01
H 0.36 -4.49 0.31  0.00
C 0.68 1.76 -3.65  0.01
C 0.99 0.21 4.02  0.00
H -4.89 -2.03 0.17  0.00
C -0.63 4.11 2.21  0.01
C -4.31 0.57 2.26  0.00
N 0.31 -1.94 -0.47  0.38
H -1.49 -2.12 3.92  0.00
C 5.53 2.12 -1.97  0.00
C 3.52 2.18 -0.66  0.00
C 0.21 1.09 -2.52  0.01
H -0.22 4.16 -0.78  0.00
C 0.27 -1.96 0.97  0.06
C -0.22 2.12 -4.64  0.00
H 3.32 -0.19 -3.10  0.00

Output
Orbital gap (spin up / spin down)   0.27712 / 0.16705 hartree
2S+1   3
Charge   +2
E_LUMO (spin up / spin down)   -5.18 / -9.36 eV

=====

| no. | DFT total energy (hartree) |
| --- | --- |
| 1 | -2968.00943 |
| 2 | -2233.76323 |
| 3 | -3965.46633 |
| 4 | -4173.18850 |
| 5 | -3567.05581 |
| 6 | -2409.29193 |